The following is a DFT calculation (ωB97M-V with the def2-TZVPD basis set) of the ion C6H12N with charge +1 at a distorted geometry.

Each line ends with the Löwdin charge.
Cartesian coordinates (Å):
1 C -0.265 0.526 0.251  0.11
2 C 0.947 -0.427 0.277  -0.17
3 C 2.289 -0.171 0.594  -0.04
4 C 3.085 0.812 -0.241  -0.04
5 C -2.346 1.329 0.016  0.00
6 C -2.094 -1.135 -0.037  0.02
7 N -1.483 0.186 0.053  -0.21
8 H 0.372 -1.190 0.960  0.18
9 H 0.775 -0.612 -0.779  0.15
10 H 2.526 -0.523 1.527  0.09
11 H 4.157 0.825 -0.047  0.08
12 H 2.712 1.801 0.108  0.11
13 H 2.992 0.797 -1.320  0.09
14 H -2.587 1.457 -1.031  0.12
15 H -3.229 1.044 0.609  0.12
16 H -1.779 2.123 0.468  0.10
17 H -3.097 -1.090 -0.261  0.08
18 H -1.804 -1.881 -0.711  0.10
19 H -1.968 -1.428 0.983  0.11

Forces on atoms 1 to 3 (eV/Å):
C 0.1 0.8 0.2
C -2.8 -1.7 0.8
C -0.2 1.8 -2.5

Results
- LUMO energy (alpha / beta): -5.896 / -4.545 eV
- Molecular weight: 98.17 g mol⁻¹
- Largest force on an atom: 3.41 eV/Å
- Frontier orbital gap (alpha / beta): 0.2453 / 0.3433 Ha
- E: -290.12346 hartree
- Net charge: +1
- Highest occupied orbital energy (alpha / beta): -12.6 / -13.9 eV
- ΔE to the lowest compared entry with this formula, charge and spin: 521.0 kJ/mol